[1]
The following is a quantum chemistry calculation of 2 unconnected molecules or ions with the total composition C7H18N3 at a distorted geometry, from the Open Molecules 2025 dataset.

Net charge ... +1
Energy above the lowest of the compared OMol25 structures with the same formula, charge and spin ... 2.936 eV
Frontier orbital gap ... 9.42 eV
Maximum force ... 5.87 eV/Å
Highest occupied orbital energy ... -12.18 eV

Last column: Mulliken charge in e.
CARTESIAN COORDINATES (ANGSTROEM)
C 1.310 -0.980 -1.332  -0.782
C 1.643 0.522 -1.261  -0.725
C -0.426 -1.101 0.327  0.465
C -0.334 -1.848 2.612  -1.067
C -2.398 -0.914 1.669  -0.926
C 0.619 2.403 -0.123  -1.215
C -0.196 1.715 -2.269  -1.160
N 0.768 -1.440 -0.070  -0.097
N -1.004 -1.244 1.475  0.111
N 0.426 1.282 -1.027  0.255
H 0.564 -1.147 -2.112  0.309
H 2.202 -1.558 -1.563  0.413
H 2.340 0.689 -0.438  0.438
H 2.147 0.813 -2.190  0.377
H -1.191 -0.390 -0.772  0.053
H -0.484 -2.930 2.623  0.358
H 0.733 -1.633 2.595  0.396
H -0.748 -1.435 3.530  0.336
H -2.766 -0.347 0.816  0.331
H -2.992 -1.824 1.779  0.353
H -2.510 -0.312 2.571  0.332
H 1.038 2.045 0.816  0.373
H 1.284 3.170 -0.538  0.362
H -0.347 2.861 0.082  0.345
H -1.169 2.152 -2.046  0.356
H 0.407 2.465 -2.796  0.385
H -0.337 0.861 -2.930  0.362
H 1.419 -1.876 0.572  0.264

[2]
The following is a quantum chemistry calculation of 2 unconnected molecules or ions with the total composition C7H18N3O at a distorted geometry, from the Open Molecules 2025 dataset.

Net charge ... +1
Energy above the lowest of the compared OMol25 structures with the same formula, charge and spin ... 8.062 eV
Frontier orbital gap (spin up / spin down) ... 4.98 / 6.74 eV
Maximum force ... 3.49 eV/Å
Highest occupied orbital energy (spin up / spin down) ... -12.08 / -12.08 eV

Last column: Mulliken charge in e.
CARTESIAN COORDINATES (ANGSTROEM)
C -3.019 2.310 0.705  -0.557
C -0.773 -0.733 -1.508  -1.040
C -2.421 -1.259 0.475  -1.497
C 2.208 -0.727 0.427  -0.361
C 1.196 -0.117 1.318  -0.615
C 3.015 0.072 -0.554  -0.810
C -0.890 -0.969 0.108  0.149
N -0.595 1.290 0.797  0.249
N -0.153 0.078 0.784  0.529
N 2.346 0.453 -1.742  -0.498
O 0.079 2.171 1.228  -0.437
H -3.554 2.283 -0.199  0.326
H -2.672 3.198 1.103  0.326
H -0.090 -1.519 -1.927  0.227
H -1.798 -0.765 -1.921  0.352
H -0.417 0.241 -1.710  0.399
H -3.052 -0.576 -0.041  0.332
H -2.534 -1.218 1.507  0.458
H -2.477 -2.283 0.148  0.425
H 1.611 -1.596 -0.091  0.172
H 2.964 -1.080 1.102  0.336
H 1.131 -0.892 2.091  0.301
H 1.552 0.783 1.788  0.485
H 3.465 0.890 -0.030  0.403
H 3.801 -0.571 -0.831  0.388
H -0.348 -1.980 0.246  0.233
H 2.791 1.150 -2.364  0.211
H 2.003 -0.256 -2.368  0.180
H -3.368 1.624 1.461  0.335